1.
33
Properties=species:S:1:pos:R:3 method="wB97M-V/def2-TZVPD" total_charge=0 largest_force_ha_per_bohr=0.01474 e_above_lowest_ev=0.053 energy_ha=-802.14556 lumo_energy_ha=0.0145
O 2.98967 -1.45318 -3.28051
C 2.41162 -2.36812 -2.75525
O 2.34636 -3.58362 -3.31484
H 2.81243 -3.59303 -4.16595
C 1.65703 -2.30858 -1.45521
C 0.25864 -1.71184 -1.68220
H -0.23656 -2.25621 -2.48972
H -0.31831 -1.85570 -0.76784
C 0.32619 -0.22404 -2.02257
C -1.01418 0.34652 -2.48597
H -1.36089 -0.19956 -3.36489
H -0.87131 1.39035 -2.77785
C -2.10988 0.27411 -1.41776
N -1.74463 0.97376 -0.20838
C -1.38459 0.32785 0.92320
O -1.41740 -0.88207 1.04212
C -0.94115 1.22187 2.03843
C -1.48922 2.48029 2.26961
C -1.01727 3.21373 3.34752
N -0.06969 2.78648 4.16309
C 0.44346 1.58723 3.94866
C 0.04151 0.76267 2.91033
H 0.46721 -0.21799 2.76671
H 1.20998 1.27578 4.64583
H -1.41796 4.19408 3.57072
H -2.28253 2.87237 1.65062
H -1.58365 1.96582 -0.28296
H -3.03460 0.70853 -1.81195
H -2.30099 -0.76154 -1.13345
H 1.06051 -0.06733 -2.81465
H 0.67281 0.32535 -1.14369
H 2.20757 -1.68235 -0.75277
H 1.56503 -3.31901 -1.05900

***

2.
33
Properties=species:S:1:pos:R:3 method="wB97M-V/def2-TZVPD" total_charge=0 largest_force_ha_per_bohr=0.15013 e_above_lowest_ev=3.637 energy_ha=-802.01385 lumo_energy_ha=0.0201
C -0.14157 -0.77353 0.14998
C -1.01425 -0.22734 1.22715
C 1.26246 -1.12185 0.89846
C 2.37052 -0.24599 0.29973
C 2.35025 1.10349 0.41672
C 3.61638 -0.87421 -0.06345
C 3.37093 1.95718 0.03586
C 4.70290 -0.06680 -0.42751
C 4.52703 1.36972 -0.44484
C -3.04841 -0.11208 -0.21360
C -4.17088 0.84579 -0.24337
C -3.42150 -1.51890 -0.70895
H 0.45281 -0.43675 -1.89314
H 0.35333 0.90567 -1.05335
H -0.62456 -1.72080 -0.21865
H 1.48860 -2.26629 0.80807
H 1.27328 -0.86349 2.04754
H 1.43841 1.43286 0.60637
H 3.62118 -1.90029 0.04135
H 3.26376 3.02651 -0.27039
H 5.65500 -0.54654 -0.87195
H 5.30684 2.00309 -0.71760
H -2.65777 0.37307 1.79461
H -2.61082 0.40771 -1.09457
H -2.94061 -1.87277 -1.63378
H -3.06860 -2.35152 -0.02653
H -4.43954 -1.60710 -0.99147
H -4.75789 2.44933 0.57647
N -0.15242 -0.00597 -1.20478
N -2.28129 -0.10445 0.89504
O -0.53281 0.01666 2.37983
O -5.18745 0.87652 -0.79823
O -4.00329 1.84907 0.69899

***

3.
33
Properties=species:S:1:pos:R:3 method="wB97M-V/def2-TZVPD" total_charge=0 largest_force_ha_per_bohr=0.17419 e_above_lowest_ev=2.133 energy_ha=-1447.86901 lumo_energy_ha=0.0097
O 1.45412 -0.40635 2.06980
S 0.35052 -3.22256 -1.67937
N -2.02898 -0.40347 -3.54133
C 0.51013 -2.32256 -0.31846
C -3.16887 -0.89953 -2.98773
C -1.01017 -0.29687 -2.65240
C -3.25763 -1.28480 -1.58976
C -2.15700 -1.10005 -0.77948
C -0.96818 -0.57568 -1.25329
N 1.25129 -2.94105 0.77372
S 0.21275 -0.16513 1.28191
C 1.94690 -4.11673 0.84347
C 0.38708 1.63868 0.99382
C 1.56102 1.97836 0.04980
C 1.44200 1.32664 -1.35073
C 1.48132 -0.15242 -1.19773
C 0.35096 -0.77557 -0.49711
H -3.93623 -1.33356 -3.66354
H -0.03116 -0.23192 -3.13637
H -4.21445 -1.78217 -1.33149
H -2.28669 -1.58688 0.27757
H 1.47736 -2.25786 1.57486
H 2.82586 -3.93373 0.21986
H 1.37978 -4.91101 0.38701
H 2.09337 -4.18399 1.86009
H -0.45804 2.13142 0.61505
H 0.46564 2.17259 2.04117
H 2.46426 1.61879 0.51527
H 1.69380 2.96305 0.11498
H 2.22649 1.69229 -1.92352
H 0.50386 1.73917 -1.81771
H 2.43052 -0.41848 -0.67708
H 1.52068 -0.57737 -2.21698

***

4.
32
Properties=species:S:1:pos:R:3 method="wB97M-V/def2-TZVPD" total_charge=0 largest_force_ha_per_bohr=0.07953 e_above_lowest_ev=0.000 energy_ha=-1372.70948 lumo_energy_ha=-0.0127
S 2.46803 -1.22182 -4.09240
N 3.33867 1.51895 -1.30688
S 0.95476 -1.08109 1.36907
C 2.92960 0.14194 -3.29329
C 3.29270 1.85966 -0.02392
C 2.81437 0.34591 -1.78144
C 2.50861 1.06439 0.86103
C 2.16108 -0.44421 -0.89233
C 1.95987 -0.03947 0.39012
N 3.37872 1.22728 -4.06725
C -3.79257 -0.50933 1.33561
C -2.85883 0.77563 1.20023
C -3.03659 -1.67053 0.75279
C -1.33067 0.59208 1.65703
C -1.62809 -1.83225 1.21798
C -0.75317 -0.63679 1.01092
H 3.87643 2.65173 0.36098
H 2.34281 1.44852 1.84963
H 1.71965 -1.35622 -1.17066
H 3.51536 1.14954 -5.10316
H 3.36616 2.08216 -3.56478
H -4.79096 -0.36953 0.95282
H -3.91815 -0.76592 2.31436
H -2.87130 1.15835 0.16215
H -3.37697 1.50938 1.91289
H -3.43813 -2.65916 1.13498
H -3.15148 -1.69099 -0.37857
H -0.72591 1.41965 1.38917
H -1.36248 0.41768 2.81684
H -1.58550 -1.94578 2.33792
H -1.15547 -2.71979 0.75107
H -0.85052 -0.41998 -0.10290

***

5.
30
Properties=species:S:1:pos:R:3 method="wB97M-V/def2-TZVPD" total_charge=0 largest_force_ha_per_bohr=0.08630 e_above_lowest_ev=1.570 energy_ha=-617.27278 lumo_energy_ha=0.0204
C -3.52407 1.45485 0.11684
C -2.46301 1.68210 -0.74442
C -3.53697 0.31849 0.90703
C -1.41890 0.77860 -0.81803
C -2.49459 -0.58790 0.83663
C -1.42731 -0.36064 -0.02368
C 1.89470 0.28057 0.45142
C 1.37130 -0.44471 -0.51818
C 1.27480 0.48587 1.80057
C 3.20079 1.01584 0.24754
C 1.88151 -0.68169 -1.89002
C -0.34449 -1.38453 -0.14492
O -0.56343 -2.16473 -1.27110
O -0.17256 -2.11850 1.01576
H -4.34069 2.16021 0.17088
H -2.45133 2.56693 -1.36459
H -4.36529 0.13078 1.57494
H -0.59030 0.95281 -1.48640
H -2.50327 -1.48062 1.44275
H 1.10416 1.55000 1.96602
H 1.95294 0.13021 2.57774
H 0.33054 -0.03801 1.89428
H 3.92812 0.39432 -0.27134
H 3.03606 1.91314 -0.35018
H 3.61783 1.31749 1.20524
H 2.68875 -1.41897 -1.88803
H 1.08637 -1.03906 -2.54361
H 2.27582 0.24375 -2.31138
H 0.18194 -2.75924 -1.41791
H 0.37058 -2.89737 0.83615

***

6.
32
Properties=species:S:1:pos:R:3 method="wB97M-V/def2-TZVPD" total_charge=0 largest_force_ha_per_bohr=0.06474 e_above_lowest_ev=0.674 energy_ha=-1090.74111 lumo_energy_ha=0.0238
C 5.04931 -0.57357 0.76486
C 3.57021 -0.20913 0.72848
C 3.04003 0.53382 1.75998
C 1.70271 0.85141 1.72173
C 0.91166 0.42123 0.67716
C -0.57502 0.79144 0.74196
C -1.43474 0.27914 -0.43543
C -2.73630 1.13762 -0.44974
C -3.42264 0.99274 -1.80029
O -3.54094 -0.37205 -2.26170
S -3.40709 -1.48417 -1.12434
O -4.53505 -1.52625 -0.24313
O -3.25551 -2.72992 -1.80762
C -1.91108 -1.17804 -0.14691
C 1.44703 -0.30032 -0.35230
C 2.80094 -0.61055 -0.32434
H 5.64421 0.30123 0.47974
H 5.26650 -1.40555 0.09245
H 5.33573 -0.84373 1.78598
H 3.62050 0.86931 2.61376
H 1.26824 1.44119 2.52526
H -0.67687 1.87375 0.86887
H -0.96714 0.30431 1.64521
H -0.91406 0.34925 -1.39338
H -2.42953 2.17948 -0.31780
H -3.35508 0.85010 0.40638
H -4.37807 1.52628 -1.80130
H -2.78574 1.50394 -2.53034
H -1.15689 -1.92690 -0.38421
H -2.23529 -1.20450 0.89370
H 0.85189 -0.64614 -1.18926
H 3.20809 -1.19544 -1.14344